Molecular formula: C5H14N2O
Method: DFT, ωB97M-V with the def2-TZVPD basis set

Computed properties:
- E: -383.510692 Ha
- Energy relative to the best compared isomer or geometry (same formula, charge and spin): 119.24 kcal per mole
- Max |F|: 5.6 eV/A
- Orbital gap: 7.317 eV

```
22
C5H14N2O ωB97M-V with the def2-TZVPD basis set
C -0.270 0.153 -0.953
C 0.188 -0.137 0.353
C 1.384 1.426 -1.206
C -1.636 -0.734 1.007
C 1.175 -1.252 0.581
N -0.389 -0.856 -1.893
N -2.005 0.025 2.154
O 0.958 2.653 -0.651
H 1.057 2.610 0.307
H -1.031 0.925 -1.037
H 0.265 0.724 1.011
H -0.742 -0.579 -2.795
H 0.380 -1.506 -1.954
H -1.293 0.000 2.877
H -2.213 0.995 1.935
H 1.364 1.532 -2.290
H 2.392 1.142 -0.882
H -1.442 -1.772 1.267
H -2.428 -0.710 0.261
H 1.522 -1.260 1.613
H 2.047 -1.160 -0.071
H 0.718 -2.220 0.366
```

natural (NBO) population analysis, charges in e, atoms 1 to 4: 0.03 -0.21 -0.19 -0.21